Record 1
DFT (ωB97M-V/def2-TZVPD) results for the molecule C4H7NO3.

Last column: Löwdin charge in e.
CARTESIAN COORDINATES (ANGSTROEM)
1 C -0.4953 0.6060 -2.2740  0.100
2 C -0.3669 0.3490 -0.9712  -0.339
3 C 0.3325 -0.8104 -0.3496  -0.041
4 C 0.5360 -0.4877 1.1749  -0.498
5 N -0.0503 -1.3657 2.0407  0.168
6 O 1.2830 0.3981 1.5743  0.034
7 O -0.9301 1.2191 0.0083  -0.116
8 O -0.0598 2.3844 0.0956  -0.002
9 H -1.0129 1.5009 -2.6059  0.079
10 H -0.0788 -0.0554 -3.0251  0.071
11 H 1.3283 -0.9588 -0.7793  0.134
12 H -0.2669 -1.7197 -0.4559  0.117
13 H 0.0821 -1.1791 3.0267  0.115
14 H -0.8551 -1.9122 1.7671  0.106
15 H 0.5539 2.0315 0.7737  0.072

Summary:
* LUMO level: 0.72 eV
* E_HOMO: -9.823 eV
* energy above the lowest of the compared OMol25 structures with the same formula, charge and spin: 4.222 eV
* calculated total energy: -11891.0559 eV
* SMILES: C=C(CC(N)=O)OO

---

Record 2
DFT (ωB97M-V/def2-TZVPD) results for the molecule C4H7NO3.

Last column: Löwdin charge in e.
CARTESIAN COORDINATES (ANGSTROEM)
1 H 1.4850 0.5147 -1.8445  0.050
2 N 1.6628 1.1461 -1.0603  0.067
3 C 0.9533 0.8953 -0.0346  -0.173
4 C -0.8094 0.4921 -0.1573  -0.289
5 O -1.4554 1.6171 0.4077  -0.035
6 C -1.0826 -0.7409 0.6762  -0.050
7 C 0.0513 -1.5036 0.1056  -0.437
8 O 0.1375 -2.1616 -0.9042  0.123
9 O 1.3205 -1.1068 0.7716  -0.017
10 H 1.0447 1.4479 0.9036  0.109
11 H -1.0813 0.3709 -1.2081  0.143
12 H -1.2804 2.3791 -0.1671  0.106
13 H -0.9259 -0.5499 1.7399  0.140
14 H -2.0444 -1.2274 0.4926  0.139
15 H 2.0241 -1.5730 0.2789  0.124

Summary:
* LUMO level: 0.71 eV
* E_HOMO: -8.994 eV
* energy above the lowest of the compared OMol25 structures with the same formula, charge and spin: 3.383 eV
* calculated total energy: -11891.8940 eV
* SMILES: [H]/N=C\[C@H](O)CC(=O)O

---

Record 3
DFT (ωB97M-V/def2-TZVPD) results for the molecule C4H7NO3.

Last column: Löwdin charge in e.
CARTESIAN COORDINATES (ANGSTROEM)
1 N -0.4409 -0.5017 1.6132  0.056
2 C 0.4731 -0.6292 0.4412  -0.262
3 C -0.1360 -1.5435 -0.8194  -0.452
4 O 0.5514 -2.1481 -1.5982  0.119
5 O -1.3580 -1.1638 -1.0442  0.092
6 C 1.0124 0.6376 0.2460  -0.272
7 C 0.0451 1.6297 -0.3410  -0.164
8 O 1.0873 1.1385 -1.0912  -0.014
9 H -1.2587 -0.0688 1.3267  0.027
10 H -0.1868 0.1542 2.3861  0.103
11 H 1.2058 -1.1946 0.8665  0.106
12 H -1.6090 -1.4207 -2.0411  0.215
13 H 1.6786 0.9268 1.1159  0.180
14 H -1.0648 1.4228 -0.7780  0.150
15 H 0.0003 2.7608 -0.2825  0.117

Summary:
* LUMO level: 0.56 eV
* E_HOMO: -9.610 eV
* energy above the lowest of the compared OMol25 structures with the same formula, charge and spin: 4.527 eV
* calculated total energy: -11890.7501 eV
* SMILES: N[C@@H](C(=O)O)[C@@H]1CO1

---

Record 4
DFT (ωB97M-V/def2-TZVPD) results for the molecule C4H7NO3.

Last column: Löwdin charge in e.
CARTESIAN COORDINATES (ANGSTROEM)
1 C 3.1811 -0.1890 0.3728  -0.010
2 N 2.2048 -0.0917 -0.4634  -0.006
3 O 1.0887 0.4101 0.2481  -0.155
4 C -0.1284 0.2257 -0.5460  -0.292
5 C -1.1108 1.1718 0.0672  -0.121
6 O -2.3713 0.4508 0.0564  -0.085
7 C -2.0216 -0.8877 0.2745  -0.206
8 O -0.6411 -1.1127 -0.1913  -0.055
9 H 3.0638 0.2943 1.3988  0.112
10 H 3.9879 -0.7116 -0.0945  0.060
11 H 0.1221 0.2994 -1.6920  0.187
12 H -1.1687 2.2094 -0.4737  0.167
13 H -0.6629 1.4120 1.0611  0.136
14 H -2.1065 -1.2089 1.3350  0.126
15 H -2.8025 -1.5641 -0.2070  0.142

Summary:
* LUMO level: 1.02 eV
* E_HOMO: -9.885 eV
* energy above the lowest of the compared OMol25 structures with the same formula, charge and spin: 4.892 eV
* calculated total energy: -11890.3853 eV
* SMILES: C=NO[C@@H]1COCO1

---

Record 5
DFT (ωB97M-V/def2-TZVPD) results for the molecule C4H7NO3.

Last column: Löwdin charge in e.
CARTESIAN COORDINATES (ANGSTROEM)
1 C -1.6677 0.4131 -0.5609  -0.013
2 C -0.1765 0.3795 -0.4641  -0.313
3 C 0.6033 -0.6954 -0.7024  -0.166
4 N 0.1888 -1.9786 -0.9896  0.022
5 O 0.4174 1.5435 0.0243  0.061
6 C 1.0521 1.2382 1.2257  -0.557
7 O 2.2203 1.4538 1.4788  0.129
8 O 0.1595 0.8869 2.1809  0.132
9 H -2.0421 -0.3140 -1.2875  0.079
10 H -2.0062 1.4075 -0.8695  0.088
11 H -2.1180 0.1895 0.4112  0.090
12 H 1.6868 -0.5810 -0.7215  0.130
13 H 0.0819 -2.1125 -1.9952  0.091
14 H 0.8950 -2.6634 -0.7183  0.085
15 H 0.7053 0.8328 2.9882  0.142

Summary:
* LUMO level: 0.68 eV
* E_HOMO: -8.816 eV
* energy above the lowest of the compared OMol25 structures with the same formula, charge and spin: 1.932 eV
* calculated total energy: -11893.3451 eV
* SMILES: C/C(=C\N)OC(=O)O

---

Record 6
DFT (ωB97M-V/def2-TZVPD) results for the molecule C4H7NO3.

Last column: Löwdin charge in e.
CARTESIAN COORDINATES (ANGSTROEM)
1 C -0.8578 -0.3472 2.2151  0.017
2 C 0.2915 0.1248 1.7679  -0.214
3 N 0.5001 0.5207 0.4125  -0.004
4 C -0.4292 -0.1181 -0.7093  -0.276
5 O -0.3538 -1.4718 -0.7757  0.004
6 C 0.1810 0.2872 -2.0902  -0.449
7 O 0.0148 -0.5389 -2.9793  0.104
8 O 0.7187 1.5011 -2.2605  0.101
9 H -0.8758 -0.4399 3.2613  0.039
10 H -1.6050 -0.7783 1.6966  0.019
11 H 1.0679 0.4406 2.4088  0.093
12 H 1.4681 0.2936 0.2583  0.098
13 H -1.4270 0.3040 -0.4052  0.174
14 H 0.3316 -1.7475 -1.4319  0.124
15 H 0.9748 1.9698 -1.3683  0.171

Summary:
* LUMO level: 0.47 eV
* E_HOMO: -8.987 eV
* energy above the lowest of the compared OMol25 structures with the same formula, charge and spin: 2.894 eV
* calculated total energy: -11892.3833 eV
* SMILES: C=CN[C@H](O)C(=O)O

---

Record 7
DFT (ωB97M-V/def2-TZVPD) results for the molecule C4H7NO3.

Last column: Löwdin charge in e.
CARTESIAN COORDINATES (ANGSTROEM)
1 C 1.8527 0.9869 -0.3964  -0.055
2 C 0.5868 0.2259 -0.1654  -0.259
3 C -0.6611 0.8181 0.1156  -0.090
4 N -1.3579 0.6114 1.2472  0.165
5 C 0.4161 -1.1251 -0.5356  -0.426
6 O 1.0288 -2.1524 -0.3842  0.088
7 O -0.9962 -1.0677 -1.0829  -0.104
8 O -1.8329 -2.1204 -0.5746  -0.039
9 H 2.7025 0.3016 -0.4373  0.086
10 H 1.8329 1.5418 -1.3406  0.078
11 H 2.0324 1.7177 0.3999  0.072
12 H -1.0346 1.6645 -0.4589  0.139
13 H -2.1068 1.2452 1.4982  0.121
14 H -0.9675 -0.0399 1.9193  0.132
15 H -1.4952 -2.6078 0.1959  0.092

Summary:
* LUMO level (alpha / beta): 0.20 / 0.20 eV
* E_HOMO (alpha / beta): -7.748 / -7.748 eV
* energy above the lowest of the compared OMol25 structures with the same formula, charge and spin: 6.165 eV
* calculated total energy: -11889.1122 eV
* SMILES: C/C(=C/N)C(=O)OO

---

Record 8
DFT (ωB97M-V/def2-TZVPD) results for the molecule C4H7NO3.

Last column: Löwdin charge in e.
CARTESIAN COORDINATES (ANGSTROEM)
1 N 0.9263 0.7137 -2.3546  0.008
2 C 0.6179 0.7045 -0.9910  -0.156
3 C -0.5298 0.1696 -0.5225  -0.285
4 O -1.3584 -0.5638 -1.3422  0.053
5 C -0.8905 0.3388 0.8892  -0.269
6 O -1.0742 1.3533 1.5292  0.126
7 C -0.4208 -1.0436 1.6231  -0.178
8 O 0.6553 -0.8225 2.4988  -0.050
9 H 1.8670 0.3362 -2.4917  0.088
10 H 1.0098 1.6785 -2.6849  0.093
11 H 1.3010 1.2436 -0.3375  0.124
12 H -0.9458 -0.4702 -2.2270  0.105
13 H -0.1396 -1.8309 0.9235  0.121
14 H -1.3084 -1.3736 2.1730  0.118
15 H 0.2902 -0.4337 3.3145  0.104

Summary:
* LUMO level: 0.38 eV
* E_HOMO: -8.959 eV
* energy above the lowest of the compared OMol25 structures with the same formula, charge and spin: 3.133 eV
* calculated total energy: -11892.1440 eV
* SMILES: N/C=C(\O)C(=O)CO

---

Record 9
DFT (ωB97M-V/def2-TZVPD) results for the molecule C4H7NO4.

Last column: Löwdin charge in e.
CARTESIAN COORDINATES (ANGSTROEM)
1 N 1.5388 0.9763 0.7798  0.017
2 C 0.8256 0.9911 -0.5021  -0.193
3 C 0.1488 -0.3804 -0.6804  -0.279
4 O 1.0550 -1.4083 -0.3298  -0.037
5 C -1.1221 -0.4526 0.2033  -0.567
6 O -0.9179 -1.0899 1.4101  0.090
7 O -1.9119 0.6615 0.2614  0.015
8 C -2.4222 -0.8042 -0.4753  -0.048
9 O -3.4408 -1.0735 -0.9308  0.240
10 H 0.8952 1.1279 1.5510  0.088
11 H 2.2604 1.6857 0.8142  0.081
12 H 1.5620 1.1028 -1.3004  0.123
13 H 0.0805 1.7883 -0.6146  0.117
14 H -0.1376 -0.5123 -1.7259  0.157
15 H 1.7177 -0.9597 0.2344  0.086
16 H -0.1315 -1.6526 1.3051  0.108

Summary:
* LUMO level: 0.66 eV
* E_HOMO: -9.746 eV
* energy above the lowest of the compared OMol25 structures with the same formula, charge and spin: 3.065 eV
* calculated total energy: -13939.5721 eV
* SMILES: NC[C@@H](O)[C@@]1(O)OC1=O